C18H24ClIN3O3Re | ωB97M-V/def2-TZVPD

```
51
C18H24ClIN3O3Re, DFT ωB97M-V/def2-TZVPD
Re -0.140 -0.592 -0.396
N 1.681 -0.655 0.893
C 2.627 -1.732 0.490
C 1.797 -2.966 0.146
N 0.824 -2.552 -0.879
C -0.183 -3.561 -1.229
C -1.060 -2.928 -2.279
N -1.563 -1.627 -1.755
H 2.118 0.263 0.839
H 1.396 -0.774 1.862
H 3.358 -1.928 1.274
H 3.161 -1.385 -0.394
H 1.248 -3.318 1.023
H 2.424 -3.786 -0.211
H 1.318 -2.312 -1.753
H -0.741 -3.824 -0.327
H 0.282 -4.469 -1.620
H -1.890 -3.571 -2.569
H -0.460 -2.703 -3.159
H -2.428 -1.786 -1.245
H -1.804 -1.030 -2.547
I -1.615 -1.469 1.677
C -1.511 0.381 2.679
C -2.144 0.516 3.877
C -2.039 1.745 4.557
C -1.306 2.758 4.010
C -0.652 2.613 2.763
C 0.092 3.683 2.212
C 0.709 3.536 1.006
C 0.599 2.323 0.292
C -0.108 1.242 0.764
C -0.744 1.386 2.044
H -2.716 -0.295 4.308
H -2.539 1.872 5.507
H -1.216 3.705 4.528
H 0.154 4.613 2.763
H 1.275 4.353 0.578
H 1.072 2.259 -0.680
C -2.665 1.561 -0.725
C -1.455 0.872 -1.310
O -1.182 1.024 -2.480
H -3.001 2.337 -1.410
H -2.494 1.972 0.266
H -3.458 0.810 -0.637
Cl 2.584 2.477 -3.009
C 2.454 0.833 -3.656
C 1.691 -0.155 -2.790
O 1.503 -1.281 -3.246
O 1.323 0.238 -1.621
H 3.461 0.449 -3.806
H 1.961 0.877 -4.624
```

Its spin multiplicity is 2. For the LUMO energy (alpha / beta), the calculation gives -2.82 / -3.75 eV. The largest force on an atom comes out at 0.00623 Eh/bohr. The value obtained for the HOMO energy (alpha / beta) is -0.39978 / -0.39944 Eh. The calculation puts the electronic energy at -1926.2897 Ha. As for the charge: +1.

Mulliken population analysis, charges in e, atoms 1 to 6: number 1, Re, carries 0.497; number 2, N, carries -0.480; number 3, C, carries -0.846; number 4, C, carries -0.578; number 5, N, carries -0.426; number 6, C, carries -0.713